55
Properties=species:S:1:pos:R:3:mulliken_charge:R:1 method="wB97M-V/def2-TZVPD" total_charge=+1 lumo_ev=-3.67 e_homo_ha=-0.4350 e_tot_ev=-91772.4916 homo_lumo_gap_ev=8.170
N 7.73830 -2.23292 2.91002 -0.480
C 6.41584 -1.92774 2.53329 0.579
N 5.41227 -2.80581 2.22820 -0.077
C 4.28456 -2.13531 1.93571 -0.262
N 4.59662 -0.85610 2.08971 0.022
P 3.43055 0.41625 1.86234 0.951
O 4.05119 1.68216 1.50397 -0.616
O 2.67862 0.61211 3.27731 -0.515
O 2.37650 -0.00086 0.74752 -0.418
C 5.92751 -0.62386 2.44493 0.079
C 6.63932 0.69894 2.68831 -0.688
O 8.04039 0.51854 2.53655 -0.208
O 8.63265 0.87885 3.76993 -0.385
H 7.70263 -3.13464 3.39243 0.295
H 7.95875 -1.57729 3.65775 0.258
H 5.48030 -3.81620 2.22309 0.249
H 3.34006 -2.57651 1.63755 0.479
H 3.15236 0.12801 3.97166 0.368
H 1.53180 0.41290 1.03100 0.257
H 6.34534 1.49070 1.99044 0.450
H 6.37895 1.04113 3.70057 0.355
H 9.32336 0.21448 3.92788 0.327
C 1.08436 3.14664 -2.06246 -0.294
C 0.34044 2.53880 -3.23179 -0.325
O -0.39762 1.44871 -2.66100 -0.328
S -0.82264 1.82174 -1.16166 1.220
O -2.15410 2.30014 -1.16676 -0.504
O -0.40784 0.76798 -0.30148 -0.632
O 0.16408 3.07176 -0.96567 -0.318
H 1.97027 2.56128 -1.80600 0.229
H 1.37420 4.17810 -2.24532 0.325
H 1.00817 2.18261 -4.01151 0.321
H -0.37400 3.24459 -3.66055 0.284
C -4.98515 1.92488 0.55139 -0.261
C -5.74264 1.30721 -0.60315 -0.240
O -6.45150 0.20010 -0.02761 -0.132
S -6.84682 0.57019 1.48681 1.038
O -8.18583 1.03775 1.51010 -0.551
O -6.39514 -0.47551 2.33289 -0.556
O -5.87330 1.83924 1.66813 -0.371
H -4.08458 1.35253 0.78353 0.269
H -4.71602 2.96119 0.36230 0.334
H -5.08225 0.97021 -1.39473 0.247
H -6.47766 2.00390 -1.01428 0.229
C -5.60132 -3.52625 -3.85875 -0.373
C -4.95293 -2.35107 -4.56019 -0.331
O -5.28249 -1.21884 -3.74896 -0.295
S -5.37275 -1.67530 -2.20696 1.110
O -4.13521 -1.37360 -1.57539 -0.491
O -6.61260 -1.24091 -1.68337 -0.517
O -5.42954 -3.26164 -2.46212 -0.301
H -6.67186 -3.57406 -4.06846 0.297
H -5.13851 -4.47345 -4.12479 0.308
H -5.32023 -2.21460 -5.57397 0.318
H -3.86487 -2.45114 -4.57838 0.275